Entry 1:
92
Properties=species:S:1:pos:R:3:forces:R:3 method="wB97M-V/def2-TZVPD" fmax_ev_per_a=0.28 charge=0 homo_energy_ev="-7.844 / -7.866" spin_multiplicity=2 lumo_energy_ev="-0.730 / -1.014"
Ru 1.159 0.937 -0.759 0.09 0.08 0.21
C 2.463 2.491 1.867 -0.04 -0.04 -0.05
P 0.944 2.622 0.859 0.03 0.20 -0.04
C 0.862 4.385 0.450 0.02 -0.03 -0.09
C 0.136 5.309 1.197 -0.03 0.02 0.06
C 0.190 6.658 0.881 0.01 0.01 -0.02
C 0.970 7.094 -0.181 -0.01 -0.04 0.00
C 1.701 6.179 -0.925 0.00 0.03 0.01
C 1.648 4.830 -0.612 0.01 0.02 -0.03
C -0.414 2.313 2.024 0.05 -0.03 0.06
C -0.175 1.639 3.220 -0.04 -0.03 -0.05
C -1.214 1.403 4.110 0.01 -0.01 -0.02
C -2.498 1.833 3.811 -0.01 0.06 0.00
C -2.744 2.493 2.616 0.00 -0.03 0.02
C -1.711 2.725 1.723 0.00 0.01 -0.02
C 2.916 1.075 1.778 0.03 -0.10 0.13
C 3.830 0.351 2.504 -0.03 0.05 -0.03
C 4.007 -0.887 1.827 0.03 0.00 -0.05
C 3.201 -0.854 0.720 0.04 -0.16 -0.10
C 2.960 -1.839 -0.379 0.15 0.08 0.11
P 1.252 -1.495 -0.907 -0.17 0.03 -0.22
C 0.999 -2.400 -2.452 0.03 -0.02 0.03
C 0.128 -1.891 -3.408 -0.03 -0.01 0.00
C -0.114 -2.598 -4.577 -0.01 -0.02 0.02
C 0.533 -3.802 -4.806 0.00 0.00 0.01
C 1.428 -4.302 -3.868 -0.01 0.00 -0.01
C 1.657 -3.607 -2.692 0.00 -0.01 0.01
C 0.324 -2.402 0.372 -0.01 -0.04 -0.01
C -0.398 -3.555 0.077 -0.02 0.04 0.00
C -1.006 -4.282 1.094 -0.03 0.02 -0.02
C -0.876 -3.874 2.411 0.01 -0.02 0.00
C -0.150 -2.728 2.710 0.02 -0.02 0.00
C 0.435 -1.984 1.701 -0.03 0.04 0.03
N 2.501 0.332 0.693 -0.17 0.14 -0.06
H 2.295 2.843 2.885 0.01 0.01 0.03
H 3.186 3.165 1.399 0.00 0.01 0.00
H -0.474 4.983 2.030 0.02 -0.01 0.00
H -0.380 7.368 1.466 0.00 0.01 0.00
H 1.003 8.147 -0.432 0.00 0.00 0.00
H 2.301 6.509 -1.762 0.00 0.01 0.00
H 2.198 4.118 -1.213 0.00 0.01 0.03
H 0.818 1.279 3.458 0.03 0.01 0.02
H -1.016 0.876 5.036 0.00 0.01 0.01
H -3.310 1.645 4.502 0.02 -0.01 -0.01
H -3.748 2.816 2.372 0.00 0.01 -0.01
H -1.914 3.227 0.787 0.00 0.02 -0.01
H 4.347 0.689 3.388 0.00 -0.01 0.00
H 4.662 -1.695 2.112 0.00 0.00 0.00
H 3.076 -2.868 -0.036 -0.02 0.00 -0.01
H 3.617 -1.673 -1.240 0.03 0.00 0.04
H -0.354 -0.935 -3.237 0.00 0.02 -0.01
H -0.804 -2.202 -5.310 0.00 0.01 -0.01
H 0.345 -4.353 -5.719 0.00 0.00 0.00
H 1.940 -5.238 -4.049 0.00 0.00 0.00
H 2.342 -4.010 -1.956 -0.01 -0.01 -0.01
H -0.509 -3.887 -0.947 0.01 0.00 -0.03
H -1.595 -5.155 0.845 0.01 0.00 0.01
H -1.351 -4.438 3.203 0.00 0.00 0.00
H -0.049 -2.402 3.738 0.00 0.00 0.00
H 0.975 -1.078 1.947 -0.03 -0.03 0.01
Br 3.678 1.167 -2.174 -0.08 0.05 0.02
C 2.724 0.638 -3.741 0.06 -0.03 0.01
C 3.260 -0.396 -4.492 0.00 -0.02 -0.01
C 2.624 -0.776 -5.662 0.00 0.00 0.01
C 1.476 -0.112 -6.072 0.02 0.04 0.00
C 0.963 0.922 -5.308 0.01 -0.03 -0.04
C 1.571 1.307 -4.115 -0.03 -0.02 0.03
C 0.976 2.491 -3.386 0.05 0.07 -0.11
O 0.652 3.455 -4.048 -0.03 0.01 0.01
O 0.832 2.448 -2.094 -0.03 -0.18 0.04
H 4.167 -0.889 -4.167 0.01 0.00 -0.01
H 3.030 -1.587 -6.252 0.00 0.00 0.00
H 0.985 -0.397 -6.993 0.00 0.00 0.00
H 0.087 1.470 -5.627 0.00 0.01 0.00
S -4.365 -3.769 -0.373 0.01 -0.01 0.02
C -3.536 -2.348 -0.225 -0.10 0.01 -0.05
S -2.697 -1.604 -1.549 0.11 0.00 0.01
C -2.071 -0.374 -0.487 -0.09 0.07 0.06
N -2.508 -0.471 0.718 0.10 0.01 -0.01
N -3.337 -1.554 0.863 0.01 -0.04 -0.01
C -3.913 -1.728 2.161 0.01 -0.03 0.02
C -5.222 -2.165 2.311 0.01 0.03 -0.02
C -5.749 -2.293 3.587 0.01 0.01 0.01
C -4.984 -1.982 4.702 -0.01 -0.01 -0.01
C -3.683 -1.527 4.535 0.02 -0.01 0.01
C -3.143 -1.400 3.266 -0.03 0.00 0.02
S -1.154 0.998 -1.083 0.05 -0.16 0.04
H -5.818 -2.401 1.443 0.00 0.00 0.00
H -6.769 -2.634 3.706 0.00 0.00 0.00
H -5.401 -2.087 5.694 0.00 0.00 0.00
H -3.082 -1.269 5.399 0.00 0.00 0.00
H -2.140 -1.031 3.119 -0.01 0.01 0.00

---

Entry 2:
92
Properties=species:S:1:pos:R:3:forces:R:3 method="wB97M-V/def2-TZVPD" fmax_ev_per_a=0.92 charge=+1 homo_energy_ev=-10.345 spin_multiplicity=1 lumo_energy_ev=-2.742
Pt -0.957 -1.572 0.414 -0.20 0.04 0.90
C -4.421 1.534 4.959 -0.06 0.06 0.09
C -3.654 0.896 3.848 0.06 -0.07 -0.17
C -2.381 0.368 4.056 0.00 -0.01 -0.09
C -1.707 -0.225 3.010 0.02 0.07 0.25
N -2.218 -0.318 1.777 0.17 -0.20 -0.53
C -3.447 0.161 1.573 -0.12 -0.07 -0.10
C -4.185 0.772 2.567 0.07 -0.02 0.07
H -3.766 2.126 5.598 0.00 0.00 0.01
H -4.881 0.766 5.584 0.00 0.00 0.00
H -5.214 2.176 4.579 -0.01 0.00 0.01
H -1.908 0.419 5.027 -0.01 0.01 0.01
H -0.720 -0.642 3.152 -0.05 0.01 0.01
H -3.853 0.034 0.579 0.03 0.02 -0.04
H -5.174 1.145 2.337 -0.02 0.00 0.00
C 1.022 0.883 -1.838 -0.14 0.11 0.07
C 2.436 0.484 -2.229 0.17 -0.03 -0.02
As 3.755 0.430 -0.758 0.00 -0.07 -0.08
C 4.082 2.356 -0.720 -0.02 -0.06 0.09
C 3.816 3.034 0.461 -0.02 0.03 0.03
C 4.001 4.408 0.545 0.00 0.06 0.04
C 4.462 5.110 -0.556 0.01 0.04 0.00
C 4.745 4.436 -1.738 0.01 0.03 -0.04
C 4.558 3.067 -1.818 0.01 -0.05 -0.08
C 5.342 -0.074 -1.787 -0.07 0.00 0.01
C 5.317 -0.662 -3.046 -0.11 -0.02 -0.03
C 6.499 -1.019 -3.681 0.07 -0.02 -0.04
C 7.720 -0.792 -3.067 -0.01 -0.02 -0.05
C 7.755 -0.208 -1.809 0.03 0.01 0.01
C 6.576 0.141 -1.175 -0.05 0.06 0.11
P -0.110 0.285 -0.461 0.38 0.55 -0.60
C 0.440 1.322 0.925 0.10 -0.08 0.04
C 0.250 2.704 0.956 0.02 -0.03 0.01
C 0.640 3.434 2.066 0.07 0.03 0.05
C 1.264 2.802 3.134 0.03 0.06 -0.03
C 1.526 1.442 3.076 0.00 -0.07 -0.02
C 1.112 0.703 1.977 0.00 0.10 0.08
C -1.620 1.044 -1.177 -0.11 0.03 0.13
C -2.045 0.578 -2.425 0.02 -0.07 0.09
C -3.218 1.038 -2.995 -0.01 -0.02 -0.08
C -3.989 1.982 -2.333 -0.07 0.04 0.00
C -3.581 2.453 -1.098 0.00 0.04 0.04
C -2.411 1.980 -0.518 0.10 0.07 -0.07
H 0.414 0.882 -2.740 -0.11 -0.12 0.01
H 1.038 1.930 -1.506 0.04 0.01 -0.13
H 2.765 1.232 -2.958 0.05 0.02 0.11
H 2.447 -0.459 -2.761 -0.05 0.01 0.04
H 3.472 2.483 1.326 -0.04 -0.02 0.06
H 3.795 4.927 1.474 0.00 0.00 -0.01
H 4.616 6.180 -0.494 0.00 0.00 0.00
H 5.121 4.980 -2.594 0.00 0.00 0.00
H 4.802 2.544 -2.737 0.00 0.01 0.00
H 4.384 -0.853 -3.562 -0.01 0.03 0.06
H 6.461 -1.475 -4.662 0.01 0.00 -0.01
H 8.641 -1.068 -3.564 0.00 -0.01 -0.01
H 8.703 -0.025 -1.320 0.00 0.00 0.00
H 6.620 0.598 -0.191 -0.02 -0.01 -0.01
H -0.214 3.218 0.125 0.06 0.00 -0.02
H 0.469 4.502 2.089 0.00 0.02 0.01
H 1.571 3.376 3.999 -0.01 0.01 0.01
H 2.048 0.951 3.888 0.01 0.00 0.00
H 1.302 -0.362 1.937 0.02 -0.02 -0.02
H -1.466 -0.166 -2.960 0.06 0.00 0.01
H -3.527 0.663 -3.961 -0.01 -0.01 -0.01
H -4.901 2.350 -2.783 -0.01 0.01 0.00
H -4.173 3.194 -0.575 -0.01 0.00 0.00
H -2.112 2.358 0.449 -0.10 -0.05 0.03
S -4.502 -3.054 -2.915 -0.06 -0.01 0.12
C -3.093 -2.563 -2.059 0.11 0.02 -0.04
N -3.201 -2.397 -0.785 -0.05 -0.08 0.09
C -4.495 -2.691 -0.370 -0.25 -0.08 -0.14
C -4.974 -2.664 0.944 0.07 0.03 -0.08
C -6.291 -2.988 1.180 -0.02 0.00 0.03
C -7.148 -3.343 0.131 -0.03 -0.01 0.00
C -6.697 -3.386 -1.169 -0.01 -0.01 -0.03
C -5.363 -3.061 -1.410 0.07 0.04 0.03
H -2.162 -2.412 -2.586 0.02 -0.02 -0.02
H -4.317 -2.397 1.759 0.05 0.00 0.03
H -6.671 -2.978 2.192 0.01 0.00 0.01
H -8.177 -3.597 0.349 -0.01 0.00 -0.01
H -7.355 -3.670 -1.979 -0.01 0.00 0.00
Cl -1.667 -3.517 1.887 0.23 -0.24 -0.06
C -0.239 -4.096 1.009 0.00 0.41 -0.18
C 0.244 -3.152 0.094 -0.19 -0.63 0.25
C 1.347 -3.588 -0.624 -0.28 0.06 0.04
Cl 1.970 -2.578 -1.849 0.14 0.17 -0.26
C 1.937 -4.838 -0.409 0.03 -0.15 0.06
Cl 3.312 -5.305 -1.325 -0.03 0.02 0.02
C 1.417 -5.721 0.539 -0.03 0.10 -0.05
Cl 2.131 -7.253 0.804 0.01 -0.01 0.00
C 0.287 -5.343 1.265 0.02 -0.02 0.00
Cl -0.428 -6.373 2.432 0.01 0.01 -0.01